one | A structure of composition C3H7IN2O, computed with ωB97M-V/def2-TZVPD.

Geometry as XYZ:
```
14
C3H7IN2O, DFT ωB97M-V/def2-TZVPD
C 0.8324 -2.6769 -0.4055
C 0.1791 2.5921 -0.0109
C -0.9283 0.1806 0.5185
N -0.3077 -1.8581 -0.0957
N 0.0406 -0.7004 0.2338
O -0.3120 1.4606 -0.6380
I -2.8945 0.1600 -0.2449
H 0.8809 -3.5871 0.2758
H 1.7997 -2.1066 -0.0992
H 0.7357 -2.9736 -1.4915
H 1.1653 2.5064 0.4059
H -0.3880 2.7306 0.8744
H 0.0621 3.4371 -0.7539
H -0.8653 0.8354 1.4312
```

Gap between HOMO and LUMO (eV): 8.65
HOMO level (eV): -9.12

two | An isolated molecule of C3H7IN2O, computed with ωB97M-V/def2-TZVPD.

Geometry as XYZ:
```
14
C3H7IN2O, DFT ωB97M-V/def2-TZVPD
C -1.9274 -1.9435 -1.4227
N -0.8030 -1.4304 -1.4273
C -0.5916 0.1700 -0.5530
I -2.4867 0.8454 0.3263
N 0.4463 -0.0476 0.3236
O 0.7437 1.1609 1.0304
C 2.1300 1.3500 1.1936
H -2.0316 -2.8863 -1.9465
H -2.8315 -1.5564 -0.9440
H -0.3411 0.8624 -1.3465
H 0.2612 -0.7804 1.0096
H 2.2139 2.2684 1.7717
H 2.6375 1.4644 0.2320
H 2.5802 0.5231 1.7527
```

Gap between HOMO and LUMO (eV): 9.79
SMILES: C=N[C@@H](I)NOC
HOMO level (eV): -9.24

Energies relative to the most stable structure, in kJ/mol: one 50.7; two 0.0.

one | A cluster of 8 separate species, C26H62N6O10 in total, computed with ωB97M-V/def2-TZVPD.

Geometry as XYZ:
```
104
C26H62N6O10, DFT ωB97M-V/def2-TZVPD
C -0.1769 -2.4701 -1.2598
N 0.0688 -1.0686 -0.8994
C -0.7913 -0.0496 -0.8750
C -0.2169 1.2906 -0.2971
O -1.9898 -0.1370 -1.0941
H -0.6211 -2.5550 -2.2515
H -0.5851 -3.0239 -0.4143
H 0.7766 -2.9628 -1.4500
H 0.9326 -0.8443 -0.4266
H 0.5048 1.7988 -0.9367
H 0.3433 1.1955 0.6330
H -1.1303 1.8809 -0.2232
C 2.1596 6.6449 3.9248
N 2.6445 5.7471 2.8098
C 2.9269 4.4353 2.8623
C 3.1530 3.7772 1.5594
O 2.7293 3.7889 3.8638
H 1.7261 5.9793 4.6713
H 1.3194 7.2568 3.5967
H 2.9668 7.2576 4.3262
H 2.4202 6.1636 1.9174
H 2.9530 4.5452 0.8122
H 2.5448 2.9006 1.3362
H 4.2036 3.5448 1.3853
C 1.8425 -8.2710 1.9330
N 1.4177 -7.4346 0.7878
C 0.3241 -7.5810 0.0481
C 0.1219 -6.5558 -1.0489
O -0.3648 -8.5595 0.1010
H 1.1288 -9.0892 2.0289
H 1.8391 -7.6283 2.8134
H 2.8310 -8.7056 1.7842
H 1.9009 -6.6074 0.4680
H -0.9298 -6.3153 -1.2046
H 0.5883 -6.8486 -1.9896
H 0.6215 -5.6287 -0.7680
C -3.7739 -3.2829 -0.0687
N -3.6386 -2.6982 -1.3739
C -3.7623 -3.2675 -2.5636
C -3.8246 -2.3661 -3.7811
O -3.8371 -4.4801 -2.5804
H -4.6802 -2.8604 0.3651
H -3.1290 -2.8937 0.7191
H -3.7126 -4.3652 -0.1822
H -3.1941 -1.7963 -1.2783
H -3.2386 -1.4579 -3.6402
H -4.7978 -1.9180 -3.9815
H -3.5845 -2.8907 -4.7059
C 0.5593 4.7801 -0.7306
N -0.4163 5.7702 -0.2835
C -0.1675 6.8893 0.3209
C -1.3531 7.7351 0.7096
O 0.9510 7.1826 0.5592
H 0.2402 4.3346 -1.6729
H 0.5128 4.0222 0.0513
H 1.5959 5.1128 -0.7832
H -1.3579 5.6568 -0.6308
H -1.6169 8.5026 -0.0181
H -1.0437 8.3838 1.5290
H -2.3403 7.2989 0.8623
C -2.0178 3.4202 1.8584
N -1.6441 4.6274 2.5382
C -2.1949 5.1073 3.6655
C -1.4800 6.1629 4.3856
O -3.2674 4.7628 4.1671
H -1.1663 2.7397 1.8605
H -2.3527 3.6570 0.8485
H -2.9467 3.0179 2.2627
H -0.8701 5.1703 2.1829
H -2.1014 6.3350 5.2645
H -1.4426 7.1000 3.8301
H -0.4824 5.8238 4.6647
C 3.2920 -0.3933 0.1999
O 2.1957 -0.8510 0.8621
C 2.1136 -0.3655 2.2193
C 0.8490 -0.9854 2.7960
O -0.2544 -0.2872 2.3052
C -1.5080 -0.6030 2.9886
H 3.1199 0.6455 -0.0819
H 3.6652 -0.9224 -0.6769
H 4.1617 -0.3718 0.8566
H 1.9838 0.7128 2.3111
H 3.0406 -0.6114 2.7373
H 0.7931 -0.9956 3.8845
H 0.5880 -1.9648 2.3950
H -2.2964 -0.2374 2.3307
H -1.5953 -0.2558 4.0181
H -1.5962 -1.6863 2.9059
C 2.9180 -1.4334 -4.3697
O 1.6208 -1.8610 -4.5770
C 1.5393 -3.1826 -4.9774
C 0.0555 -3.6763 -5.0335
O -0.0148 -5.0909 -4.7268
C -1.3246 -5.5581 -4.5056
H 3.3540 -1.9453 -3.5119
H 2.9965 -0.4021 -4.0256
H 3.5946 -1.6431 -5.1982
H 2.1361 -3.8302 -4.3351
H 1.9532 -3.3435 -5.9729
H -0.3966 -3.4540 -6.0001
H -0.6165 -3.1294 -4.3721
H -1.2114 -6.6227 -4.7102
H -2.1362 -5.2640 -5.1711
H -1.6272 -5.5776 -3.4586
```

Gap between HOMO and LUMO (eV): 9.09
SMILES: CNC(C)=O.CNC(C)=O.CNC(C)=O.CNC(C)=O.CNC(C)=O.CNC(C)=O.COCCOC.COCCOC
HOMO level (eV): -8.88

two | A cluster of 8 separate species, C26H62N6O10 in total, computed with ωB97M-V/def2-TZVPD.

Geometry as XYZ:
```
104
C26H62N6O10, DFT ωB97M-V/def2-TZVPD
C -18.3766 -10.6587 29.4603
N -18.4314 -9.3952 28.7326
C -17.8660 -9.1896 27.5235
C -18.2553 -7.9113 26.8397
O -17.0201 -9.9139 27.0211
H -17.4708 -11.2476 29.3661
H -19.2839 -11.2347 29.2750
H -18.4461 -10.4094 30.5222
H -19.0754 -8.6912 29.0450
H -17.3780 -7.3687 26.4928
H -18.8009 -7.2522 27.5182
H -18.8626 -8.0722 25.9487
C -16.4378 -5.1420 21.1265
N -15.2684 -5.5033 20.3454
C -14.7178 -6.7244 20.4332
C -13.4188 -6.9200 19.6672
O -15.2747 -7.6476 21.0178
H -16.9463 -4.2531 20.7597
H -16.2076 -4.8862 22.1683
H -17.1407 -5.9541 21.3041
H -14.8594 -4.7832 19.7774
H -13.2948 -6.3087 18.7749
H -13.4669 -7.9345 19.2714
H -12.6359 -6.8111 20.4153
C -11.8021 -2.6046 29.1434
N -11.7697 -2.6858 27.6967
C -10.6889 -3.2065 27.0580
C -10.7806 -3.2805 25.5512
O -9.7290 -3.7058 27.6180
H -12.7615 -2.3146 29.5620
H -11.0841 -1.7802 29.2507
H -11.4269 -3.5096 29.6151
H -12.4283 -2.0638 27.2587
H -11.7742 -3.6290 25.2744
H -10.0069 -3.8388 25.0306
H -10.5886 -2.2758 25.1603
C -7.8492 -5.7680 25.8363
N -8.1380 -6.8154 24.8700
C -7.3452 -7.0806 23.8137
C -7.8259 -8.0146 22.7268
O -6.2428 -6.5685 23.6405
H -7.5720 -4.8629 25.2970
H -7.0187 -5.9685 26.5167
H -8.7464 -5.5721 26.4186
H -8.5288 -7.6215 25.3385
H -8.1919 -8.9703 23.1074
H -6.9595 -8.1293 22.0832
H -8.6565 -7.5888 22.1615
C -15.2287 -10.7208 20.3315
N -15.0090 -10.2289 21.6731
C -14.5955 -11.1006 22.6061
C -14.1312 -10.5078 23.9283
O -14.5227 -12.3106 22.4238
H -15.0259 -9.9915 19.5464
H -16.2929 -10.9587 20.2495
H -14.6453 -11.6051 20.0845
H -15.0184 -9.2144 21.7747
H -13.0602 -10.7123 23.9711
H -14.5889 -11.0296 24.7649
H -14.3045 -9.4332 23.8977
C -14.6864 -2.5727 25.3303
N -14.9734 -1.5136 24.4169
C -14.0734 -0.5106 24.2222
C -14.4310 0.6354 23.3135
O -12.9938 -0.5946 24.7903
H -14.1453 -2.2199 26.2030
H -14.0850 -3.3746 24.8937
H -15.6302 -3.0467 25.6013
H -15.8634 -1.4632 23.9535
H -15.3099 0.3226 22.7459
H -13.6176 0.8190 22.6138
H -14.6149 1.5767 23.8267
C -14.3037 -6.9205 27.4309
O -15.0445 -6.2477 26.4403
C -15.0185 -6.9029 25.1923
C -13.9636 -6.3641 24.2371
O -12.6996 -6.4545 24.7975
C -11.6151 -6.2808 23.8916
H -14.5445 -6.4935 28.4038
H -13.2256 -6.7806 27.2961
H -14.4243 -8.0078 27.4368
H -15.9669 -6.6465 24.7051
H -15.0676 -7.9867 25.3194
H -14.2693 -5.3551 23.9229
H -14.0455 -6.9067 23.2828
H -11.8016 -5.5713 23.0812
H -11.3675 -7.2608 23.4732
H -10.6879 -5.9412 24.3493
C -9.0977 -12.3456 19.2692
O -10.0037 -13.2229 19.9285
C -10.9858 -12.5291 20.7029
C -10.5222 -11.4511 21.7057
O -10.2312 -10.2125 21.0638
C -11.3392 -9.4062 20.7152
H -8.8525 -11.3610 19.6617
H -9.4782 -12.2755 18.2445
H -8.1292 -12.8532 19.2407
H -11.3699 -13.4023 21.2366
H -11.8482 -12.1313 20.1582
H -9.5675 -11.7634 22.1407
H -11.0998 -11.2224 22.6050
H -11.0905 -8.3484 20.6866
H -12.2372 -9.5704 21.3208
H -11.6196 -9.7510 19.7129
```

Gap between HOMO and LUMO (eV): 8.97
SMILES: CNC(C)=O.CNC(C)=O.CNC(C)=O.CNC(C)=O.CNC(C)=O.CNC(C)=O.COCCOC.COCCOC
HOMO level (eV): -9.06

Energies relative to the most stable structure, in kJ/mol: one 104.4; two 0.0.

one | A structure of composition C3H2IN2, computed with ωB97M-V/def2-TZVPD.

Geometry as XYZ:
```
8
C3H2IN2, DFT ωB97M-V/def2-TZVPD
C 0.5750 -1.4509 -0.0317
C -0.4310 0.2273 -0.4651
C 0.7541 0.4287 0.6779
N -0.3658 -1.2655 -0.7602
N 1.2535 -0.7769 0.7916
I -2.5645 0.7148 -0.0089
H -0.2818 0.7680 -1.5477
H 1.0607 1.3544 1.3441
```

Gap between HOMO and LUMO (eV): 6.86
HOMO level (eV): -14.65
Total charge: +1

two | The ion C3H2IN2 with charge +1, computed with ωB97M-V/def2-TZVPD.

Geometry as XYZ:
```
8
C3H2IN2, DFT ωB97M-V/def2-TZVPD
I 2.7217 -0.4287 0.1633
C 0.8944 -1.0058 -0.5943
N 0.1521 -0.1265 -1.0989
C -0.6552 0.6005 -0.4566
N -1.6238 1.5299 -0.0098
C -1.0000 0.8319 0.8942
H 0.4910 -2.0681 -0.8086
H -0.9801 0.6668 1.9108
```

Gap between HOMO and LUMO (eV): 8.97
SMILES: I/C=N\C1=[N+]=C1
HOMO level (eV): -15.16
Total charge: +1

Energies relative to the most stable structure, in kJ/mol: one 88.8; two 0.0.

one | An isolated molecule of C5H10NP, computed with ωB97M-V/def2-TZVPD.

Geometry as XYZ:
```
17
C5H10NP, DFT ωB97M-V/def2-TZVPD
P -2.2261 -2.0596 0.0873
N -0.5880 -1.6753 0.4058
C 0.0785 -0.5908 -0.2940
C 1.5135 -0.5992 0.0775
C 1.9684 0.6337 0.2597
C 0.8416 1.5947 0.4493
C -0.4435 0.8036 0.0215
H -2.4475 -0.8101 -0.3484
H -2.1334 -2.3854 -1.3594
H -0.2092 -2.6000 0.4450
H -0.0997 -0.7881 -1.4703
H 2.3011 -1.3961 0.0146
H 2.9218 0.9775 0.3382
H 0.7536 2.0435 1.4301
H 0.7829 2.4735 -0.0860
H -1.1463 0.9540 0.8787
H -0.9740 1.1023 -0.8136
```

Gap between HOMO and LUMO (eV): 9.88
SMILES: PN[C@@H]1C=CCC1
HOMO level (eV): -8.81

two | A cluster of 2 separate species, C5H10NP in total, computed with ωB97M-V/def2-TZVPD.

Geometry as XYZ:
```
17
C5H10NP, DFT ωB97M-V/def2-TZVPD
C 0.7456 0.0486 -1.0661
C 0.7839 0.5583 0.3485
C 1.8129 -0.1927 1.2047
N -0.1407 1.1695 0.9439
P -1.3248 2.1261 0.2059
H 0.7959 0.9861 -1.7365
H 1.5306 -0.6117 -1.3929
H -0.3003 -0.4040 -1.2019
H 1.8708 -1.0250 0.6127
H 1.5301 -0.3174 2.2557
H 2.8354 0.3394 1.1969
H -2.3407 1.0515 0.5121
H -1.6183 2.8514 1.4076
C -2.7180 -1.6304 -0.5694
C -2.0370 -1.2369 0.3583
H -3.1055 -1.7941 -1.5247
H -1.2838 -0.7688 0.9209
```

Gap between HOMO and LUMO (eV): 9.49
SMILES: CC(C)=NP.C#C
HOMO level (eV): -8.52

Energies relative to the most stable structure, in kJ/mol: one 0.0; two 179.8.